This record from OMol25 describes a structure of composition C27H19CaCl2NO4P in a non-equilibrium geometry. The level of theory is the ωB97M-V functional and the def2-TZVPD basis.

Structure (XYZ):
```
55
C27H19CaCl2NO4P | OMol25 | the ωB97M-V functional and the def2-TZVPD basis
Ca -1.810 -0.404 0.518
Cl -4.533 -4.056 -0.080
C -3.985 -3.681 1.468
C -4.342 -4.384 2.602
C -3.972 -3.930 3.872
Cl -4.673 -4.788 5.208
C -3.019 -2.829 3.996
C -2.667 -2.170 5.176
C -2.082 -0.894 5.212
C -1.700 -0.332 4.034
N -1.922 -0.971 2.870
C -2.621 -2.156 2.823
C -2.953 -2.731 1.559
O -2.318 -2.328 0.459
H -4.968 -5.242 2.512
H -2.933 -2.710 6.112
H -1.955 -0.368 6.188
H -1.270 0.676 3.980
O 0.295 -0.340 -0.421
P 1.310 0.515 -1.156
C 0.601 2.107 -1.729
C 1.012 3.401 -1.404
C 0.092 4.455 -1.451
C -1.292 4.183 -1.636
C -1.661 2.880 -1.970
C -0.704 1.913 -2.185
C 2.819 0.873 -0.233
C 4.104 0.997 -0.783
C 5.172 1.275 0.081
C 4.954 1.507 1.453
C 3.701 1.290 1.988
C 2.616 1.037 1.124
C 1.928 -0.250 -2.707
C 1.719 0.423 -3.914
C 1.857 -0.306 -5.086
C 2.294 -1.638 -5.073
C 2.570 -2.266 -3.859
C 2.445 -1.537 -2.662
H 2.078 3.633 -1.255
H 0.457 5.511 -1.372
H -1.994 5.019 -1.527
H -2.702 2.577 -2.064
H -0.990 1.024 -2.752
H 4.278 0.822 -1.851
H 6.166 1.356 -0.388
H 5.803 1.834 2.068
H 3.474 1.377 3.053
H 1.613 0.917 1.513
H 1.514 1.488 -3.966
H 1.572 0.146 -6.027
H 2.439 -2.151 -6.038
H 2.936 -3.294 -3.861
H 2.659 -2.022 -1.726
O -5.993 2.802 -0.326
O -5.422 1.741 -0.368
```

Its highest occupied orbital energy (spin up / spin down) is -9.991 / -9.991 eV. The total energy comes out at -90752.953 eV. The net charge is +1. As for the HOMO-LUMO gap (spin up / spin down): 6.13 / 6.11 eV. As for the energy relative to the best compared isomer or geometry (same formula, charge and spin): 37.3 kJ/mol. Its largest force on an atom is 2.99 eV Å⁻¹.

=====

This record from OMol25 describes a structure of composition C27H19Cl5CoN4O3S in a non-equilibrium geometry. The level of theory is the ωB97M-V functional and the def2-TZVPD basis.

Structure (XYZ):
```
60
C27H19Cl5CoN4O3S | OMol25 | the ωB97M-V functional and the def2-TZVPD basis
Co 0.572 0.325 0.259
C 2.908 -1.606 -0.460
O 1.717 -0.894 -0.842
C 1.498 -0.706 -2.194
C 2.252 -1.288 -3.194
C 1.909 -1.031 -4.516
C 0.837 -0.216 -4.832
C 0.081 0.363 -3.825
C 0.415 0.116 -2.498
N -0.290 0.636 -1.383
N -1.413 1.123 -1.608
C -2.206 1.609 -0.605
C -1.804 1.708 0.740
O -0.614 1.430 1.172
C -2.724 2.222 1.695
C -3.968 2.615 1.322
C -4.406 2.549 -0.032
C -5.695 2.982 -0.403
C -6.101 2.920 -1.707
C -5.226 2.419 -2.681
C -3.966 1.987 -2.347
C -3.524 2.043 -1.010
H 2.837 -2.636 -0.800
H 2.958 -1.575 0.621
H 3.781 -1.117 -0.885
H 3.092 -1.931 -2.969
H 2.498 -1.481 -5.308
H 0.587 -0.028 -5.869
H -0.759 1.002 -4.048
H -2.387 2.273 2.722
H -4.663 2.991 2.067
H -6.358 3.364 0.366
H -7.092 3.253 -1.991
H -5.549 2.368 -3.713
H -3.310 1.595 -3.111
Cl 0.065 -4.723 5.240
C -0.130 -3.715 3.879
C 0.634 -2.546 3.762
Cl 1.769 -2.124 4.972
C 0.469 -1.742 2.655
Cl 1.419 -0.311 2.458
C -0.446 -2.045 1.616
O -0.625 -1.284 0.603
C -1.188 -3.256 1.753
Cl -2.288 -3.635 0.509
C -1.041 -4.060 2.868
Cl -1.969 -5.491 3.014
C 3.862 4.182 -1.616
N 2.519 4.348 -1.076
C 1.717 5.473 -1.213
C 0.554 5.215 -0.585
N 0.663 3.936 -0.076
C 1.856 3.408 -0.378
S 2.461 1.868 0.036
H 4.214 5.149 -1.965
H 3.850 3.474 -2.441
H 4.525 3.812 -0.839
H 2.054 6.347 -1.743
H -0.330 5.818 -0.450
H 0.010 3.436 0.510
```

Its highest occupied orbital energy is -10.205 eV. The total energy comes out at -151479.238 eV. The net charge is +1. As for the HOMO-LUMO gap: 5.93 eV. As for the energy relative to the best compared isomer or geometry (same formula, charge and spin): 36.3 kJ/mol. Its largest force on an atom is 2.86 eV Å⁻¹.

=====

This record from OMol25 describes an isolated molecule of C27H19NOS2 in a non-equilibrium geometry. The level of theory is the ωB97M-V functional and the def2-TZVPD basis.

Structure (XYZ):
```
50
C27H19NOS2 | OMol25 | the ωB97M-V functional and the def2-TZVPD basis
O -8.896 4.055 4.945
C -7.911 3.406 5.272
C -6.716 3.244 4.431
C -6.175 4.165 3.545
C -5.008 3.692 2.927
C -4.974 2.336 3.140
C -3.923 1.478 2.581
C -3.726 0.146 2.806
C -2.596 -0.399 2.042
C -1.919 0.566 1.215
C -0.741 0.251 0.416
C 0.149 -0.377 1.210
C 1.219 -0.874 0.565
C 1.426 -0.632 -0.888
N 2.557 -1.022 -1.545
C 2.986 -0.305 -2.633
C 3.193 -0.851 -3.999
C 3.765 0.001 -4.994
C 3.935 1.389 -4.674
C 3.830 1.860 -3.337
C 3.412 1.010 -2.322
C 3.138 -2.289 -1.237
C 4.503 -2.465 -1.063
C 4.961 -3.761 -0.748
C 4.123 -4.827 -0.732
C 2.731 -4.692 -0.961
C 2.231 -3.413 -1.104
C 0.424 0.134 -1.614
C -0.624 0.664 -0.877
S -2.828 2.103 1.342
S -6.043 1.648 4.341
H -7.844 2.732 6.114
H -6.462 5.240 3.337
H -4.377 4.263 2.319
H -4.410 -0.502 3.318
H -2.421 -1.468 1.978
H 0.059 -0.543 2.263
H 1.993 -1.396 1.098
H 2.959 -1.823 -4.241
H 4.007 -0.309 -5.925
H 4.492 2.022 -5.388
H 3.993 2.912 -3.167
H 3.506 1.120 -1.220
H 5.273 -1.638 -1.058
H 6.080 -3.863 -0.628
H 4.369 -5.872 -0.560
H 2.109 -5.498 -0.883
H 1.172 -3.138 -1.286
H 0.438 0.313 -2.690
H -1.440 1.206 -1.429
```

Its highest occupied orbital energy is -7.190 eV. The total energy comes out at -53511.889 eV. The net charge is 0. As for the HOMO-LUMO gap: 6.83 eV. As for the energy relative to the best compared isomer or geometry (same formula, charge and spin): 270.2 kJ/mol. Its SMILES is O=Cc1ccc(-c2ccc(-c3ccc(N(c4ccccc4)c4ccccc4)cc3)s2)s1. Its largest force on an atom is 5.65 eV Å⁻¹.

=====

> The highest largest force on an atom belongs to which entry?

C27H19NOS2